Here is a cluster of 2 separate species, C43H35F5N2O3 in total from the OMol25 dataset. Energies are from wB97M-V/def2-TZVPD.

Atoms and positions in Å:
C1 5.57314 1.65903 0.30858
C2 -2.04179 -1.57766 -4.77687
C3 -4.05172 -0.75288 -6.50884
O1 -2.03951 0.81695 6.34915
H1 1.58247 -3.02478 -0.04496
C4 -6.15404 -0.13687 5.19312
C5 0.30474 0.47027 2.17347
C6 1.46644 0.94053 1.59104
C7 0.33651 0.14781 -4.07492
H2 -2.34450 2.00349 3.19871
H3 -4.32417 0.92219 -5.14517
H4 -2.54214 0.14394 -3.57435
C8 0.49241 -1.52734 -2.04328
F1 -3.52147 -1.72339 3.24201
H5 2.81987 0.68041 3.69998
C9 -5.42606 -1.10943 4.50686
C10 -4.53062 1.51573 4.54448
H6 1.99733 -2.33617 -4.26439
N1 0.11407 1.29812 5.64692
O2 -0.94577 -3.21569 -3.48523
H7 -1.87271 -3.33483 -6.01766
H8 0.84263 2.90214 6.78126
H9 -3.56287 -2.53872 -7.65842
H10 -0.03677 1.25540 -7.30452
H11 2.21357 -0.06577 5.17833
H12 -4.80299 -0.40145 -7.21236
C11 0.33028 2.52316 -5.56182
F2 -5.87325 -2.38021 4.45950
C12 2.67559 -5.16541 -2.49279
H13 1.50390 3.51366 4.75900
H14 1.25906 0.11569 -0.35262
H15 6.31564 2.13546 0.95041
H16 0.86672 3.51171 -3.71676
C13 3.69771 0.48879 -1.37461
C14 -4.23921 -0.75353 3.87441
C15 2.37807 -4.69395 -1.20592
F3 -6.42371 2.13274 5.84779
H17 2.95388 0.04462 -2.03388
H18 2.05221 1.61959 2.19720
C16 -2.38823 -2.38456 -5.86292
N2 0.03056 0.68764 3.47368
C17 0.02699 -1.03734 -3.34521
H19 0.85653 1.39640 -2.36756
H20 2.84673 -4.64923 -4.59165
H21 6.97284 1.41747 -1.33014
C18 2.29055 0.88067 4.63222
C19 0.56504 1.85021 6.90341
C20 -3.75900 0.55742 3.89000
C21 2.55464 -4.30448 -3.59665
C22 0.64100 2.55504 -4.19495
C23 -3.35887 -1.95048 -6.76150
C24 0.22520 0.12527 -5.50143
H22 1.44504 1.30622 7.26182
C25 0.65978 1.38470 -3.44573
H23 -1.39224 -0.75549 4.05358
C26 0.88475 1.45764 4.41502
C27 -3.77814 -0.00086 -5.35376
C28 1.93191 0.61235 0.32806
C29 -5.71177 1.18881 5.20349
H24 2.89499 1.57940 5.22619
H25 0.14876 -0.83622 -6.02161
C30 3.28298 0.86276 -0.06950
H26 3.04839 -6.18027 -2.63020
C31 5.00455 0.66639 -1.81498
C32 1.54227 -2.61590 -2.15793
C33 1.83118 -3.41578 -1.03608
F4 -7.30460 -0.46427 5.80726
H27 -0.41896 -0.10253 1.58692
C34 4.27112 1.45552 0.77736
C35 5.95093 1.26084 -0.97686
F5 -4.10180 2.80378 4.58102
C36 0.93282 2.94273 4.01745
O3 -0.09025 -1.25213 -0.96799
H28 -2.41196 0.49514 2.23823
C37 -1.27330 0.34303 4.03537
H29 2.56476 -5.33263 -0.33450
H30 0.26501 3.44904 -6.12763
H31 -0.22825 1.77359 7.64932
H32 1.40376 3.10268 3.04723
C38 -2.77984 -0.42511 -4.47787
H33 4.02365 1.75509 1.80132
C39 0.15144 1.30066 -6.22516
H34 5.29714 0.34859 -2.81253
C40 2.04269 -3.02180 -3.41267
C41 -0.92995 -2.03568 -3.85212
H35 -0.08739 3.34291 3.94874
C42 -1.16661 0.84834 5.48284
C43 -2.44977 0.91106 3.25572

orbital gap: 2.7 eV
ΔE to the lowest compared entry with this formula, charge and spin: 72.49 kJ/mol
total charge: 0